No. 1
A structure of composition C19H17CeF5N2. Source: the OMol25 dataset; level of theory: ωB97M-V/def2-TZVPD.

For the LUMO energy (alpha / beta), the calculation gives -8.91 / -8.91 eV. As for the calculated total energy: -49454.861 eV. The value obtained for the HOMO energy (alpha / beta) is -0.546 / -0.546 Ha. The charge is +2. The largest force on an atom comes out at 0.05471 Eh/bohr. The gap between HOMO and LUMO (alpha / beta) comes out at 5.944 / 5.948 eV. The spin multiplicity is 1.

Element x y z (Å)
C (-1.635, 0.837, 5.035)
C (-1.725, -0.674, 4.940)
H (-0.602, 1.197, 4.843)
H (-2.076, 1.354, 5.901)
H (-2.027, 1.193, 4.060)
H (-1.182, -0.725, 3.999)
H (-1.326, -1.232, 5.784)
H (-2.601, -1.243, 4.659)
C (-0.364, 2.600, -1.433)
C (-0.159, 3.396, -2.542)
C (-0.181, 2.875, -3.843)
C (-0.365, 1.510, -4.021)
H (-0.342, 2.926, -0.373)
H (0.030, 4.444, -2.374)
H (-0.023, 3.501, -4.709)
H (-0.317, 1.026, -4.993)
N (-0.623, 1.300, -1.655)
C (-0.589, 0.731, -2.903)
C (-0.705, -0.706, -2.912)
N (-0.781, -1.284, -1.671)
C (-0.715, -2.611, -1.470)
C (-0.671, -2.866, -3.880)
C (-0.695, -3.408, -2.595)
H (-0.690, -2.943, -0.416)
H (-0.691, -4.483, -2.453)
C (-0.647, -1.490, -4.044)
H (-0.546, -0.993, -5.008)
H (-0.627, -3.489, -4.766)
Ce (-0.595, -0.013, 0.218)
C (-2.983, 0.096, 0.070)
H (-3.347, -0.923, -0.053)
H (-3.333, 0.678, -0.787)
H (-3.484, 0.478, 0.956)
F (1.510, -0.162, 3.912)
C (2.288, -0.019, 2.808)
C (1.671, -0.011, 1.562)
C (2.489, -0.098, 0.458)
F (1.857, -0.218, -0.792)
C (3.883, -0.141, 0.492)
F (4.602, -0.268, -0.644)
C (4.485, -0.073, 1.760)
F (5.829, -0.122, 1.847)
C (3.696, 0.006, 2.915)
F (4.307, 0.046, 4.118)

Mulliken population analysis, charges in e, atoms 1 to 4: C -0.6776; C -0.5003; H 0.2028; H 0.3235



No. 2
A structure of composition C26H30CeFN5O2S. Source: the OMol25 dataset; level of theory: ωB97M-V/def2-TZVPD.

For the LUMO energy (alpha / beta), the calculation gives -3.81 / -3.81 eV. As for the calculated total energy: -65474.000 eV. The expectation value of S² is 0.75. The value obtained for the HOMO energy (alpha / beta) is -0.372 / -0.373 Ha. The value obtained for the energy relative to the best compared isomer or geometry (same formula, charge and spin) is 2.6 kcal/mol. The charge is +1. The largest force on an atom comes out at 0.04615 Eh/bohr. The gap between HOMO and LUMO (alpha / beta) comes out at 6.318 / 6.344 eV. The spin multiplicity is 2.

Element x y z (Å)
Ce (-0.143, -0.287, -0.382)
O (1.792, -0.803, 0.408)
C (2.440, -1.538, 1.339)
C (3.623, -2.204, 0.941)
C (4.330, -2.968, 1.846)
C (3.866, -3.074, 3.171)
C (2.697, -2.485, 3.562)
C (1.983, -1.678, 2.657)
C (0.718, -1.061, 3.007)
N (-0.224, -0.522, 2.188)
C (-1.257, -0.169, 2.996)
C (-0.990, -0.481, 4.295)
N (0.235, -1.073, 4.259)
H (3.897, -2.104, -0.117)
H (5.205, -3.522, 1.522)
H (4.387, -3.724, 3.842)
H (2.390, -2.696, 4.583)
H (-2.136, 0.223, 2.551)
H (-1.557, -0.399, 5.185)
H (0.785, -1.438, 5.015)
C (1.471, -5.778, 0.041)
C (2.009, -5.430, -1.182)
C (1.586, -4.327, -1.867)
C (0.547, -3.556, -1.348)
C (-0.001, -3.856, -0.116)
C (0.471, -4.965, 0.598)
N (0.085, -2.376, -2.019)
N (0.011, -2.464, -3.251)
C (-0.325, -1.256, -3.925)
C (-0.615, -1.445, -5.271)
C (-1.043, -0.362, -6.000)
C (-1.181, 0.871, -5.356)
C (-0.822, 0.950, -4.030)
N (-0.359, -0.080, -3.327)
H (1.822, -6.662, 0.579)
H (2.813, -6.052, -1.519)
H (2.061, -4.010, -2.763)
H (-0.826, -3.278, 0.337)
H (0.076, -5.244, 1.556)
H (-0.596, -2.434, -5.723)
H (-1.371, -0.365, -7.016)
H (-1.558, 1.741, -5.899)
H (-0.902, 1.894, -3.508)
F (-2.317, -0.497, 0.282)
C (-4.301, 3.084, 1.837)
C (-3.132, 4.068, 1.760)
C (-1.759, 3.489, 1.350)
S (-1.708, 3.236, -0.438)
O (-0.578, 2.162, -0.675)
C (-1.227, 4.773, -1.196)
C (0.248, 4.904, -1.429)
C (1.015, 5.084, -0.114)
H (-5.164, 3.660, 2.135)
H (-4.115, 2.355, 2.635)
H (-4.530, 2.539, 0.934)
H (-2.988, 4.611, 2.688)
H (-3.360, 4.932, 1.096)
H (-1.669, 2.455, 1.686)
H (-0.929, 4.113, 1.706)
H (-1.639, 5.575, -0.574)
H (-1.789, 4.752, -2.132)
H (0.372, 5.761, -2.075)
H (0.632, 4.059, -1.989)
H (0.653, 5.994, 0.385)
H (2.099, 5.143, -0.276)
H (0.791, 4.239, 0.544)

Mulliken population analysis, charges in e, atoms 1 to 4: Ce 1.3734; O -0.5892; C 0.4099; C -0.0468



No. 3
A structure of composition C45H52N8O4S2Ti. Source: the OMol25 dataset; level of theory: ωB97M-V/def2-TZVPD.

For the LUMO energy (alpha / beta), the calculation gives 2.36 / 2.36 eV. As for the calculated total energy: -112411.944 eV. The expectation value of S² is 0.76. The value obtained for the HOMO energy (alpha / beta) is -0.106 / -0.164 Ha. The value obtained for the energy relative to the best compared isomer or geometry (same formula, charge and spin) is 0.0 kcal/mol. The charge is -1. The largest force on an atom comes out at 0.08387 Eh/bohr. The gap between HOMO and LUMO (alpha / beta) comes out at 5.237 / 6.834 eV. The spin multiplicity is 2.

Element x y z (Å)
Ti (-0.571, 0.909, 0.561)
O (-0.114, 2.241, -0.551)
C (0.240, 2.655, -1.733)
C (0.476, 4.021, -1.954)
C (0.914, 4.489, -3.175)
C (1.167, 3.601, -4.219)
C (0.934, 2.254, -4.037)
C (0.448, 1.751, -2.823)
C (0.166, 0.364, -2.648)
N (-0.380, -0.077, -1.556)
N (-0.704, -1.391, -1.492)
C (-1.210, -1.671, -0.302)
O (-1.256, -0.802, 0.650)
C (-1.787, -2.996, -0.099)
C (-2.771, -3.191, 0.880)
C (-3.371, -4.423, 1.028)
C (-3.009, -5.484, 0.205)
C (-2.012, -5.308, -0.748)
C (-1.406, -4.080, -0.900)
H (0.322, 4.692, -1.118)
H (1.069, 5.550, -3.322)
H (1.530, 3.970, -5.171)
H (1.116, 1.558, -4.848)
H (0.415, -0.333, -3.458)
H (-3.062, -2.345, 1.487)
H (-4.142, -4.571, 1.776)
H (-3.504, -6.441, 0.294)
H (-1.708, -6.139, -1.371)
H (-0.645, -3.915, -1.647)
C (-5.805, -1.297, -3.989)
C (-5.083, -1.656, -2.685)
C (-5.826, -2.783, -1.954)
C (-3.709, -2.199, -3.082)
C (-5.011, -0.449, -1.762)
C (-6.188, 0.207, -1.383)
C (-6.167, 1.303, -0.537)
C (-4.956, 1.723, -0.029)
S (-4.632, 3.042, 1.056)
C (-2.920, 2.613, 0.999)
N (-2.642, 1.580, 0.228)
C (-3.751, 1.070, -0.367)
C (-3.802, 0.001, -1.264)
C (-1.935, 3.291, 1.769)
C (-2.187, 4.516, 2.404)
C (-1.188, 5.109, 3.143)
C (0.035, 4.466, 3.277)
C (0.269, 3.253, 2.640)
C (-0.694, 2.618, 1.857)
H (-5.870, -2.181, -4.622)
H (-5.238, -0.540, -4.527)
H (-6.807, -0.917, -3.814)
H (-5.832, -3.680, -2.571)
H (-6.851, -2.506, -1.721)
H (-5.316, -3.007, -1.020)
H (-3.845, -3.033, -3.771)
H (-3.160, -2.561, -2.219)
H (-3.112, -1.443, -3.586)
H (-7.143, -0.138, -1.749)
H (-7.075, 1.822, -0.270)
H (-2.878, -0.467, -1.544)
H (-3.157, 4.989, 2.310)
H (-1.356, 6.067, 3.621)
H (0.798, 4.915, 3.904)
H (1.237, 2.782, 2.773)
O (2.319, -0.021, 3.222)
C (1.128, -0.081, 3.484)
C (0.605, -0.473, 4.888)
C (-0.897, -0.534, 4.696)
C (-1.085, 0.003, 3.266)
O (-2.172, 0.261, 2.778)
N (0.102, 0.167, 2.647)
H (0.908, 0.297, 5.600)
H (1.053, -1.419, 5.199)
H (-1.460, 0.093, 5.386)
H (-1.291, -1.551, 4.750)
C (5.305, -2.354, 0.681)
C (4.297, -2.854, -0.362)
N (2.941, -2.456, -0.057)
C (2.089, -3.404, 0.628)
C (2.303, -3.521, 2.139)
C (2.501, -1.166, -0.282)
C (3.163, -0.423, -1.408)
N (1.548, -0.608, 0.343)
H (6.320, -2.386, 0.289)
H (5.267, -2.965, 1.577)
H (5.057, -1.334, 0.960)
H (4.328, -3.946, -0.413)
H (4.574, -2.475, -1.349)
H (2.261, -4.386, 0.166)
H (1.048, -3.128, 0.428)
H (3.333, -3.791, 2.363)
H (1.650, -4.294, 2.541)
H (2.087, -2.579, 2.633)
H (3.131, -1.027, -2.314)
H (4.193, -0.175, -1.164)
H (2.610, 0.501, -1.565)
H (1.180, -1.149, 1.122)
S (2.444, 2.472, 0.219)
C (4.086, 2.584, 0.327)
N (4.833, 2.725, -0.803)
C (6.223, 3.108, -0.804)
C (6.894, 2.510, 0.431)
C (6.103, 2.944, 1.664)
N (4.748, 2.484, 1.505)
H (4.285, 2.881, -1.633)
H (6.332, 4.204, -0.789)
H (6.688, 2.733, -1.722)
H (7.931, 2.839, 0.502)
H (6.856, 1.421, 0.370)
H (6.150, 4.041, 1.763)
H (6.523, 2.506, 2.572)
H (4.160, 2.326, 2.307)

Mulliken population analysis, charges in e, atoms 1 to 4: Ti 0.2702; O 0.1089; C 0.3087; C -0.4594



- Which value of charge does entry 1 give?
  +2



- Which formula does entry 1 have?
  C19H17CeF5N2